1.
Here is one molecule with the formula C3H6N2O in a non-equilibrium geometry from the OMol25 dataset. Energies are from ωB97M-V with the def2-TZVPD basis set.

Each line ends with the natural charge from an NBO analysis.
Positions of all 12 atoms, in Å:
O1 -1.2876 0.8035 0.7744  -0.381
N1 1.7648 0.8521 -0.8683  -0.767
N2 -0.0550 1.4202 0.4547  -0.325
C1 0.5985 0.5941 -0.4125  0.426
C2 -0.0823 -0.7300 -0.5586  -0.508
C3 -1.0771 -0.6221 0.6781  -0.086
H1 -0.6565 -1.1040 1.5994  0.172
H2 -2.1317 -1.0273 0.5102  0.202
H3 0.4669 1.6345 1.3338  0.379
H4 0.5760 -1.5756 -0.5304  0.235
H5 2.5832 0.5453 -1.4808  0.421
H6 -0.6991 -0.7906 -1.4999  0.233

Force components x, y, z for each atom (eV/Å):
0.324 -0.537 0.398
0.543 1.699 0.181
-0.511 0.936 1.566
4.667 -1.957 -2.373
-3.374 0.192 0.364
-0.872 -0.767 -0.902
-0.188 0.712 -0.546
1.561 0.315 0.131
-0.456 -0.191 -1.085
0.478 -0.151 0.092
-2.835 -0.404 1.342
0.662 0.153 0.831

Output
LUMO level = 0.948 eV
DFT total energy = -8232.8527 eV
Gap between HOMO and LUMO = 0.35985 Eh
Energy relative to the best compared isomer or geometry (same formula, charge and spin) = 3.846 eV
E_HOMO = -8.8440 eV


2.
Here is a 2-piece molecular cluster, C3H6N2O overall from the OMol25 dataset. Energies are from ωB97M-V with the def2-TZVPD basis set.

Each line ends with the natural charge from an NBO analysis.
Positions of all 12 atoms, in Å:
O1 -0.9250 -0.3339 1.3705  -0.731
N1 -2.2055 -0.0477 -1.7862  -0.347
N2 1.9996 1.4057 0.0952  -0.705
C1 1.2113 0.4532 -0.3211  -0.106
C2 -1.3234 -1.2483 0.3983  -0.168
C3 -1.8458 -0.5795 -0.8249  0.261
H1 -0.4891 -1.8905 0.0699  0.208
H2 2.4371 2.1189 -0.4791  0.377
H3 1.1256 0.5247 -1.4212  0.134
H4 -0.0651 -0.0076 1.0036  0.472
H5 2.1888 1.4960 1.0862  0.387
H6 -2.1084 -1.8911 0.8088  0.218

Force components x, y, z for each atom (eV/Å):
0.178 0.011 -0.023
0.285 -0.433 0.800
-0.101 -0.115 0.072
0.219 0.386 -0.085
-0.199 -0.352 -0.197
-0.223 0.330 -0.654
-0.233 0.114 0.082
0.031 -0.093 -0.122
0.034 0.010 0.208
-0.046 0.001 0.091
-0.032 0.025 -0.082
0.086 0.117 -0.091

Output
LUMO level = 0.580 eV
DFT total energy = -8233.1735 eV
Gap between HOMO and LUMO = 0.37053 Eh
Energy relative to the best compared isomer or geometry (same formula, charge and spin) = 3.525 eV
E_HOMO = -9.5024 eV


3.
Here is one molecule with the formula C3H6N2O in a non-equilibrium geometry from the OMol25 dataset. Energies are from ωB97M-V with the def2-TZVPD basis set.

Each line ends with the natural charge from an NBO analysis.
Positions of all 12 atoms, in Å:
O1 -0.5792 0.5420 -1.5053  -0.738
N1 0.6456 -1.4819 0.5437  -0.807
N2 -2.1470 0.8912 0.6010  -0.374
C1 0.2929 -0.0855 0.6243  -0.163
C2 -1.1520 0.3017 0.7058  0.298
C3 0.5962 0.6332 -0.7202  -0.067
H1 1.4216 0.1058 -1.2210  0.206
H2 0.7762 0.3542 1.5058  0.232
H3 0.2937 -2.0142 1.3326  0.370
H4 -1.3491 0.9663 -0.9979  0.493
H5 0.9164 1.6718 -0.5530  0.177
H6 0.2848 -1.8847 -0.3158  0.373

Force components x, y, z for each atom (eV/Å):
-0.100 0.749 -0.675
-0.261 -0.069 -0.018
0.674 -0.968 0.893
-0.233 0.227 0.038
-1.074 0.612 1.393
-0.068 0.086 0.035
-0.448 0.072 0.068
0.052 0.034 -0.321
0.034 0.043 -0.136
1.642 -0.611 -1.438
-0.183 -0.147 0.032
-0.036 -0.028 0.128

Output
LUMO level = 0.720 eV
DFT total energy = -8234.6018 eV
Gap between HOMO and LUMO = 0.41034 Eh
Energy relative to the best compared isomer or geometry (same formula, charge and spin) = 2.097 eV
E_HOMO = -10.4460 eV


4.
Here is one molecule with the formula C3H6N2O from the OMol25 dataset. Energies are from ωB97M-V with the def2-TZVPD basis set.

Each line ends with the natural charge from an NBO analysis.
Positions of all 12 atoms, in Å:
O1 -0.0852 2.8831 0.1579  -0.519
N1 0.6480 -0.3933 -0.7227  -0.440
N2 -0.9475 0.4098 0.8768  -0.824
C1 0.3663 1.9327 -0.4400  0.401
C2 0.3430 -1.7678 -0.3817  -0.458
C3 0.0216 0.5163 -0.0820  0.300
H1 0.8478 -2.0581 0.5525  0.197
H2 0.7082 -2.4294 -1.1716  0.212
H3 1.0738 2.0195 -1.2835  0.141
H4 -0.7369 -1.9459 -0.2546  0.181
H5 -1.1884 1.2738 1.3432  0.414
H6 -1.0508 -0.4406 1.4057  0.396

Force components x, y, z for each atom (eV/Å):
0.210 -0.436 -0.312
-0.224 0.212 0.199
0.065 -0.093 0.074
-0.100 0.359 0.155
-0.022 -0.170 0.013
0.059 -0.073 -0.050
-0.095 0.049 -0.122
-0.050 0.115 0.144
-0.073 0.024 0.103
0.156 0.023 -0.041
0.035 -0.107 -0.063
0.041 0.096 -0.099

Output
LUMO level = 0.355 eV
DFT total energy = -8235.4987 eV
Gap between HOMO and LUMO = 0.36557 Eh
Energy relative to the best compared isomer or geometry (same formula, charge and spin) = 1.200 eV
E_HOMO = -9.5923 eV